No. 1
# C4H10N2O4S

A 2-piece molecular cluster, C4H10N2O4S overall (wB97M-V/def2-TZVPD, the OMol25 dataset).

Geometry as XYZ:
```
21
Properties=species:S:1:pos:R:3:forces:R:3
C 0.4697 -1.2897 0.3431 0.3 -1.1 -3.3
C -0.2635 0.1407 2.2984 2.0 -0.4 1.1
C 0.8367 0.7046 -2.4755 -2.8 0.8 0.2
C -0.3101 -0.3407 0.8902 -0.6 0.4 -0.1
N 0.5182 -1.7328 -0.9773 -1.0 0.2 1.5
N 1.6611 0.9926 -1.5917 0.1 1.5 2.5
O -2.7581 0.5722 0.6961 0.0 0.4 1.1
O 1.4156 -1.9369 1.0385 -0.2 -0.3 -1.3
O -0.9306 2.0716 -0.0329 -0.6 -1.4 0.5
O -1.6290 0.1189 -1.3874 0.4 -0.2 2.1
S -1.5035 0.5209 0.0180 -0.5 -0.3 -3.6
H 0.7010 0.7458 2.4904 -1.9 0.2 -0.4
H -1.2700 0.5991 2.4228 1.2 0.0 1.1
H -0.0155 -0.6709 3.0478 -1.2 0.4 -0.7
H 1.2752 0.2304 -3.2553 1.0 -1.6 -3.0
H -0.3097 0.8046 -2.4861 2.2 0.4 0.0
H -0.2661 -1.5478 -1.6575 1.7 -0.3 1.3
H 1.3572 -2.3001 -1.1009 -0.9 0.2 -0.7
H 1.1581 1.4576 -0.8039 0.6 -0.2 -0.5
H -1.5238 2.4701 0.6157 0.0 0.8 0.1
H 1.3872 -1.6103 1.9075 0.3 0.6 2.1
```
Positions in Å, forces in eV/Å.

Summary:
LUMO energy   0.014 Eh
Net charge   0
DFT total energy   -26313.0103 eV
SMILES string   C/C(=C(/N)O)S(=O)(=O)O.C=N
Gap between HOMO and LUMO   0.345 hartree

=====

No. 2
# C9H19N2

An isolated ion of composition C9H19N2 and charge +1 (wB97M-V/def2-TZVPD, the OMol25 dataset).

Geometry as XYZ:
```
30
Properties=species:S:1:pos:R:3:forces:R:3
C 1.2808 -0.5413 -1.2107 -1.0 0.2 0.2
C 2.4549 -0.8065 -0.8339 1.6 -0.4 1.7
C -0.0663 -0.1773 -1.5316 -0.1 0.1 -0.3
C -0.5893 0.1728 1.1782 -0.6 1.0 -0.7
C -0.1147 1.2303 -2.1315 0.0 0.1 0.1
C -0.6600 -1.1923 -2.5188 -0.1 0.0 0.0
C 0.0339 1.5612 1.1652 0.1 -0.3 0.0
C -1.9409 0.1991 1.9222 0.2 -0.2 0.1
C 1.3300 -0.7908 2.3268 1.6 0.3 0.4
N 0.1635 -0.9189 1.6103 -0.5 -0.9 -1.1
N -1.0035 -0.2401 -0.2888 -0.2 -0.2 0.4
H 2.7112 -0.8738 0.2796 -0.1 0.0 -1.4
H 3.3220 -1.0172 -1.4381 0.2 0.0 -0.4
H -1.1438 1.5485 -2.2821 -0.1 0.0 0.0
H 0.3752 1.2120 -3.1025 0.0 0.0 0.0
H 0.4017 1.9624 -1.5182 0.0 0.0 0.1
H -1.6974 -0.9488 -2.7367 -0.2 0.0 0.0
H -0.5925 -2.2103 -2.1393 0.0 0.0 0.1
H -0.1067 -1.1521 -3.4528 0.0 0.0 0.0
H -0.6394 2.2759 0.7021 0.0 0.1 -0.1
H 0.9913 1.5566 0.6517 0.1 0.1 -0.1
H 0.2017 1.8869 2.1900 0.0 0.0 0.0
H -2.6816 0.8118 1.4114 0.0 0.1 -0.1
H -1.7799 0.6271 2.9074 0.0 0.0 0.1
H -2.3218 -0.8096 2.0583 -0.1 -0.1 -0.1
H 1.4837 -1.6876 2.9304 0.1 0.1 0.0
H 2.2360 -0.7852 1.6070 -1.0 0.0 1.0
H 1.4361 0.1151 2.9353 0.0 0.0 0.0
H -1.8795 0.2300 -0.5415 0.1 -0.1 0.1
H -1.2047 -1.2380 -0.1493 -0.1 0.1 -0.1
```
Positions in Å, forces in eV/Å.

Summary:
LUMO energy (alpha / beta)   -0.167 / -0.140 Eh
Net charge   +1
DFT total energy   -12610.4614 eV
Gap between HOMO and LUMO (alpha / beta)   0.269 / 0.347 hartree

=====

No. 3
# C21H42Cl6F3N5O7

A 8-piece molecular cluster, C21H42Cl6F3N5O7 overall (wB97M-V/def2-TZVPD, the OMol25 dataset).

Geometry as XYZ:
```
84
Properties=species:S:1:pos:R:3:forces:R:3
C 0.7568 -1.4350 -2.8390 -0.9 -0.1 -0.3
C -0.0459 -0.2652 -2.2852 0.2 0.0 -0.2
O -1.1752 -0.7743 -1.4659 1.3 -0.6 -1.5
C -1.8063 0.0886 -0.7590 -1.5 1.4 1.5
O -1.6206 1.2751 -0.6271 0.1 -0.7 -0.2
C -2.8929 -0.6873 0.0971 2.7 0.1 0.5
F -2.0186 -1.4498 0.9238 -2.1 0.6 -0.6
F -3.6569 0.0913 0.8681 0.5 -0.8 -0.7
F -3.6165 -1.4963 -0.6613 -0.3 0.0 0.6
H 0.1656 -1.9759 -3.6146 0.4 0.1 0.8
H 1.0814 -2.0895 -2.0191 -0.1 0.0 -0.3
H 1.6292 -1.0376 -3.3549 0.1 0.1 0.2
H -0.4390 0.3838 -3.0820 0.0 -0.3 0.4
H 0.5943 0.3423 -1.6476 -0.2 0.1 0.1
C 3.5773 2.0203 -3.2216 -0.1 0.3 -0.2
O 2.7763 1.3906 -2.5855 -1.3 -1.0 0.8
N 3.3914 2.4687 -4.4772 1.7 0.3 -0.5
C 4.6032 2.9620 -5.1331 0.0 0.2 -0.1
C 2.2853 2.0372 -5.3253 -0.4 0.1 0.7
H 4.5220 2.2957 -2.7502 0.4 0.3 -0.2
H 5.0672 2.2863 -5.8522 -0.5 -0.3 -0.3
H 5.4153 3.1446 -4.4471 -0.1 0.0 0.7
H 4.4180 3.9138 -5.5985 -0.2 0.3 -0.5
H 2.6836 1.2853 -6.0378 -0.6 0.2 0.3
H 1.4982 1.6698 -4.6182 0.6 0.0 -1.0
H 1.8529 2.9006 -5.8733 0.4 -0.5 0.3
C -0.2922 3.3900 -2.8127 -0.9 0.1 -0.1
O -0.5332 2.6079 -3.7291 0.2 0.6 0.6
N -1.2081 4.0017 -2.0223 0.3 0.0 1.0
C -0.7677 4.6936 -0.8277 0.7 -0.4 0.3
C -2.6114 3.7509 -2.1429 -0.8 0.3 -1.3
H 0.6936 3.7637 -2.5155 0.5 -0.4 -0.3
H 0.2564 5.0130 -0.9435 0.3 0.5 -0.4
H -0.6625 4.0629 0.0767 -0.9 0.0 -0.4
H -1.3997 5.5599 -0.6686 0.0 0.1 0.3
H -3.2635 4.5969 -1.8458 0.8 -0.2 -0.1
H -2.7213 3.5984 -3.2121 -0.6 -0.1 -0.2
H -2.9822 2.8672 -1.6491 0.2 -0.3 0.4
C 1.6811 4.7469 1.2035 -0.1 -0.3 0.5
O 2.3909 5.5824 0.7037 0.4 1.1 -0.5
N 1.9260 3.4328 1.1332 -1.5 -0.8 1.2
C 3.0547 2.9142 0.4412 0.2 -0.4 -0.7
C 1.0938 2.4468 1.8605 0.6 1.5 -0.4
H 0.7696 5.0005 1.7816 0.1 -0.1 -0.1
H 2.6990 2.2848 -0.3932 0.4 0.0 0.3
H 3.6921 2.3408 1.1207 0.0 -0.1 -0.1
H 3.6130 3.7458 0.0353 0.2 0.1 -0.1
H 0.1842 2.9037 2.2337 -0.2 0.1 -0.2
H 0.8932 1.6227 1.2211 -0.5 -0.7 -0.6
H 1.6363 2.0786 2.7013 0.5 -0.4 0.8
C 1.2258 -2.0364 1.4636 0.9 -1.7 -0.6
O 0.7776 -1.0756 2.0368 -0.1 0.8 0.0
N 2.2940 -2.0509 0.6018 -1.4 -0.7 0.2
C 2.9226 -3.2768 0.1673 -0.8 -0.9 0.6
C 2.8922 -0.8120 0.2408 -0.7 1.3 0.8
H 0.8214 -3.0675 1.6164 0.1 0.4 0.0
H 2.3218 -4.1752 0.3915 -0.2 0.6 0.0
H 3.8309 -3.4580 0.7101 0.8 0.1 0.1
H 3.0982 -3.3016 -0.8926 0.2 0.3 -0.5
H 3.3526 -0.8298 -0.7295 0.7 -0.2 -0.1
H 2.0967 -0.0712 0.1354 -0.1 0.0 0.1
H 3.4802 -0.4475 1.0956 0.5 0.1 -0.6
C -5.6399 -3.4892 4.8183 -1.1 1.2 2.0
O -6.0050 -3.4045 5.9889 -0.2 -0.3 -0.8
N -4.4747 -3.9906 4.4589 1.3 -0.8 -1.3
C -4.1195 -4.0037 3.0459 -0.2 -1.7 0.6
C -3.6288 -4.7480 5.3869 -0.4 0.8 -1.6
H -6.2365 -3.0421 3.9989 0.2 -0.2 0.0
H -4.7360 -3.3100 2.5220 -0.4 0.4 -0.5
H -4.2193 -5.0257 2.6126 -0.3 0.5 0.2
H -3.0905 -3.7719 2.9101 0.9 0.6 0.0
H -3.5940 -5.7714 5.0476 0.1 -0.5 0.0
H -2.6494 -4.3040 5.3580 0.6 0.0 0.2
H -4.0623 -4.6636 6.3418 -0.4 0.0 1.2
C -0.9040 -0.1578 4.6120 -0.4 -0.6 0.4
Cl -2.1273 -1.4798 4.5981 0.5 0.4 0.1
Cl -0.1075 0.0057 6.1755 -0.1 -0.1 0.2
Cl -1.6551 1.3267 4.1316 -0.3 0.6 -0.2
H -0.1380 -0.3946 3.9133 0.3 -0.4 -0.6
C -1.8181 -6.3207 0.4379 0.3 -0.6 1.3
Cl -0.9773 -4.8027 0.4323 0.5 0.7 -0.3
Cl -0.8036 -7.6839 -0.0648 0.0 0.1 -0.3
Cl -3.3123 -6.2000 -0.4194 -0.5 -0.2 -0.4
H -2.0035 -6.5168 1.4933 -0.3 0.0 -0.3
```
Positions in Å, forces in eV/Å.

Summary:
LUMO energy   0.011 Eh
Net charge   0
DFT total energy   -127528.1708 eV
SMILES string   CCOC(=O)C(F)(F)F.ClC(Cl)Cl.ClC(Cl)Cl.CN(C)C=O.CN(C)C=O.CN(C)C=O.CN(C)C=O.CN(C)C=O
Gap between HOMO and LUMO   0.346 hartree

=====

No. 4
# C2I5O2S

C2I5O2S as an isolated structure (wB97M-V/def2-TZVPD, the OMol25 dataset).

Geometry as XYZ:
```
10
Properties=species:S:1:pos:R:3:forces:R:3
C 1.1166 0.2059 0.5006 -0.7 0.2 0.1
C 1.8145 0.8697 -0.4121 0.0 0.1 -0.2
O -4.0083 -0.9179 -1.0929 0.3 -0.2 0.8
O -3.5747 0.8361 0.5545 -0.1 -1.0 0.1
S -3.5600 -0.5792 0.2438 -0.6 1.4 -0.9
I -0.5248 -1.0571 -0.0139 0.8 0.3 0.2
I 1.3029 0.5893 2.5541 -0.1 -0.3 -0.3
I 2.5960 -2.8182 0.0712 0.4 -0.3 0.0
I 1.5526 0.5651 -2.4686 0.2 0.1 0.3
I 3.2851 2.3063 0.0634 -0.2 -0.4 -0.2
```
Positions in Å, forces in eV/Å.

Summary:
LUMO energy   0.045 Eh
Net charge   -1
DFT total energy   -57508.2637 eV
Gap between HOMO and LUMO   0.184 hartree

=====

No. 5
# C12H27Hg3NO12

C12H27Hg3NO12 as an isolated structure (wB97M-V/def2-TZVPD, the OMol25 dataset).

Geometry as XYZ:
```
55
Properties=species:S:1:pos:R:3:forces:R:3
Hg 0.0702 1.3729 0.2131 -0.8 0.7 0.1
Hg 0.0807 -0.7049 -3.1046 0.0 -1.0 0.3
Hg 3.2845 0.3600 -1.1420 -1.4 -0.3 -0.3
C 1.0773 -1.2243 -0.3555 -1.4 6.0 -4.1
O 1.6523 -0.3658 0.4519 0.7 -1.7 1.6
O -0.2094 -1.1259 -0.5689 1.1 -1.8 1.8
O 1.7552 -1.3301 -1.5013 1.3 -1.7 0.6
C 1.2040 1.7293 -2.3992 1.3 -5.3 2.5
O 1.8256 0.9937 -3.2625 -1.0 2.2 0.2
O 1.8465 2.1588 -1.3241 1.0 1.1 -1.2
O -0.0383 1.3584 -2.0837 -0.5 1.0 -1.1
C 0.5639 -3.7867 -3.7653 -0.7 0.3 0.7
C 0.9775 -3.0093 -4.9917 0.3 -0.6 -0.1
O 1.7010 -1.7988 -4.5977 -1.0 -0.7 -0.3
O -0.6140 -3.1479 -3.2147 0.5 1.1 -0.7
H 1.3765 -3.7276 -3.0359 0.0 -0.2 0.0
H 0.2945 -4.8312 -3.9192 0.3 0.0 -0.5
H 0.1022 -2.7239 -5.5817 0.1 0.1 0.1
H 1.5947 -3.6684 -5.6023 0.2 0.3 -0.1
H 2.6133 -1.8623 -4.8958 0.0 0.2 0.1
H -1.1658 -3.7796 -2.6991 0.5 0.7 0.6
C -1.9461 -4.3364 0.1171 -2.2 -1.8 0.1
C -3.1760 -3.4732 -0.0372 -0.2 0.6 0.0
O -2.8565 -2.1872 -0.5479 0.2 0.1 -0.2
O -1.3788 -4.6735 -1.1603 0.9 0.7 0.0
H -2.3201 -5.3022 0.4854 0.1 0.2 0.5
H -1.3013 -3.9644 0.9114 0.8 0.2 -0.8
H -3.7214 -3.3238 0.9007 0.3 -0.4 0.2
H -3.8950 -3.9470 -0.7095 0.1 0.0 -0.2
H -1.9221 -2.0257 -0.3599 -0.1 0.1 -0.1
H -1.9432 -5.3241 -1.5870 -0.2 -0.3 0.4
C -1.6061 -0.4177 2.6191 0.1 0.0 -0.1
O -0.6438 0.6175 2.3337 0.0 -0.3 0.4
C 0.2842 0.9378 3.3583 1.4 0.0 -0.5
C 0.7821 2.3529 3.0629 -1.4 -0.1 0.9
N 1.3350 2.5735 1.7021 -0.4 -1.5 0.8
C 1.7364 3.9692 1.5283 0.2 1.3 0.4
C 0.5684 4.8505 1.0892 0.4 0.3 -1.5
O -0.6092 4.7475 1.8162 -0.4 -0.1 0.2
C -0.5667 5.4823 3.0395 0.1 -0.1 0.1
H -2.2373 -0.1519 3.4690 -0.2 0.4 -0.3
H -1.1651 -1.3766 2.9052 0.4 0.1 -0.4
H -2.1343 -0.4815 1.6728 -0.5 -0.4 0.3
H 1.1654 0.2782 3.3827 -0.4 -0.5 -0.3
H -0.1716 0.8633 4.3450 -0.2 0.3 0.0
H 1.5165 2.6353 3.8202 -0.1 0.1 0.0
H -0.1398 2.9206 3.1746 0.4 0.7 -0.1
H 2.0835 1.8795 1.6647 0.5 0.7 -0.2
H 2.5466 4.1409 0.8202 -0.1 -0.6 -0.3
H 2.1527 4.3715 2.4597 -0.1 -0.4 0.2
H 0.3696 4.6023 0.0374 -0.4 -0.4 0.2
H 0.9001 5.8893 0.9660 0.2 0.0 0.6
H -1.3776 5.1435 3.6809 0.1 -0.2 -0.1
H -0.7205 6.5555 2.9100 0.2 0.0 -0.3
H 0.3997 5.2878 3.5100 -0.1 0.3 0.4
```
Positions in Å, forces in eV/Å.

Summary:
LUMO energy   -0.352 Eh
Net charge   +2
DFT total energy   -51444.6568 eV
Gap between HOMO and LUMO   0.194 hartree

=====

No. 6
# C4H12N3

An isolated ion of composition C4H12N3 and charge +1 (wB97M-V/def2-TZVPD, the OMol25 dataset).

Geometry as XYZ:
```
19
Properties=species:S:1:pos:R:3:forces:R:3
C -0.1808 -1.6649 -0.9318 -1.7 -2.0 -2.7
C 0.3158 -1.3335 0.4240 2.1 -0.9 0.7
C 0.3024 0.1545 0.4685 -1.2 -1.9 4.4
C -0.6307 0.6466 1.3390 -1.6 1.0 0.3
N -1.3327 1.8673 1.2176 1.3 -2.4 5.9
N 1.3220 0.9431 -0.0806 0.5 2.1 -0.1
N 0.2249 -0.6102 -1.9566 0.9 -0.7 -3.6
H -1.2908 -1.6614 -1.0179 0.7 0.2 0.5
H 0.0769 -2.7007 -1.3269 0.1 1.4 0.4
H -0.3657 -1.8524 1.1308 0.4 0.7 -0.2
H 1.3538 -1.7606 0.5968 -1.0 0.3 -0.3
H -0.9236 0.1819 2.3374 0.1 -0.4 -2.0
H -1.5849 2.1829 0.3914 -0.9 1.7 -5.0
H -2.1597 1.8518 1.8332 0.9 0.4 -0.4
H 2.3353 0.7665 0.1460 -1.6 -0.6 0.0
H 1.0653 1.7209 0.5458 1.2 1.0 -1.3
H 1.0650 -0.8995 -2.5990 -2.1 0.2 1.3
H -0.5517 -0.2417 -2.6179 1.5 -1.1 1.5
H 0.6411 0.1951 -1.4809 0.2 1.0 0.3
```
Positions in Å, forces in eV/Å.

Summary:
LUMO energy   -0.124 Eh
Net charge   +1
DFT total energy   -8803.9389 eV
SMILES string   N/C=C(\N)CC[NH3+]
Gap between HOMO and LUMO   0.289 hartree

=====

> net charge of number 3 (C21H42Cl6F3N5O7)?

0

=====

> Look up the net charge of the fourth one.

-1

=====

> Among the records above, which one has the highest DFT total energy?

C4H12N3